1.
Density functional theory data (ωB97M-V with the def2-TZVPD basis set) for an isolated ion of composition C6H11N and charge -1 in a non-equilibrium geometry.

**Relative energy (zero: lowest compared OMol25 entry of this formula, charge and spin)**: 38.0 kcal/mol
**Strongest force on any atom**: 2.62 eV/Å
**Frontier orbital gap (spin up / spin down)**: 4.1 / 6.8 eV
**DFT total energy**: -7886.818 eV
**Highest occupied orbital energy (spin up / spin down)**: 0.3 / -2.6 eV
**E_LUMO (spin up / spin down)**: 4.38 / 4.23 eV

Geometry as ORCA input:
```
! wB97M-V def2-TZVPD RIJCOSX def2/J DEFGRID3
* xyz -1 2
C 1.766 -0.877 -0.354
N -0.355 -0.075 -2.001
C -0.442 0.183 -0.534
C 0.770 0.197 0.074
C 1.206 0.984 1.304
C -2.411 -0.302 0.957
C -1.798 0.409 -0.063
H 2.736 -0.497 -0.599
H 1.447 -1.469 -1.137
H 1.930 -1.532 0.527
H -0.892 0.545 -2.617
H -0.134 -0.959 -2.380
H 1.988 1.712 0.970
H 0.241 1.327 1.655
H 1.580 0.414 2.133
H -3.230 0.168 1.508
H -1.990 -1.325 1.263
H -2.413 1.098 -0.707
*
```

2.
Density functional theory data (ωB97M-V with the def2-TZVPD basis set) for a 2-piece molecular cluster, C14H22N2O4 overall.

**Relative energy (zero: lowest compared OMol25 entry of this formula, charge and spin)**: 2.3 kcal/mol
**Strongest force on any atom**: 0.83 eV/Å
**Frontier orbital gap**: 9.1 eV
**DFT total energy**: -26046.234 eV
**Highest occupied orbital energy**: -8.7 eV
**E_LUMO**: 0.39 eV

Geometry as ORCA input:
```
! wB97M-V def2-TZVPD RIJCOSX def2/J DEFGRID3
* xyz 0 1
N -3.483 -0.769 -3.864
C -2.633 -1.397 -2.857
C -1.123 -1.345 -3.173
C -0.263 -1.996 -2.116
C 0.306 -1.239 -1.091
C 1.067 -1.845 -0.096
C 1.266 -3.222 -0.112
C 0.702 -3.988 -1.128
C -0.057 -3.378 -2.121
C -2.932 -0.732 -1.525
O -3.375 -1.263 -0.541
O -2.630 0.589 -1.563
H -3.193 0.196 -3.999
H -3.368 -1.245 -4.754
H -2.946 -2.438 -2.740
H -0.973 -1.844 -4.139
H -0.834 -0.295 -3.303
H 0.149 -0.163 -1.075
H 1.506 -1.241 0.693
H 1.862 -3.697 0.663
H 0.853 -5.063 -1.149
H -0.493 -3.980 -2.916
H -2.874 0.943 -0.691
C 2.803 2.273 1.516
C 1.839 1.771 2.594
C 2.277 2.260 3.973
C 0.371 2.181 2.325
N -0.497 1.622 3.348
C -0.060 1.721 0.926
O -0.594 0.660 0.729
O 0.198 2.554 -0.105
H 2.588 1.860 0.525
H 3.831 1.996 1.771
H 2.777 3.371 1.449
H 1.857 0.672 2.586
H 2.311 3.358 3.999
H 1.579 1.924 4.745
H 3.279 1.890 4.212
H 0.309 3.277 2.384
H -0.629 0.635 3.127
H -1.423 2.038 3.273
H 0.647 3.348 0.220
*
```

3.
Density functional theory data (ωB97M-V with the def2-TZVPD basis set) for one molecule with the formula C7H13N in a non-equilibrium geometry.

**Relative energy (zero: lowest compared OMol25 entry of this formula, charge and spin)**: 74.7 kcal/mol
**Strongest force on any atom**: 4.81 eV/Å
**Frontier orbital gap**: 9.7 eV
**DFT total energy**: -8956.693 eV
**Highest occupied orbital energy**: -8.6 eV
**E_LUMO**: 1.10 eV

Geometry as ORCA input:
```
! wB97M-V def2-TZVPD RIJCOSX def2/J DEFGRID3
* xyz 0 1
C 3.161 1.883 -0.807
C 1.860 2.075 -0.771
C 1.104 1.274 0.188
C -0.150 1.016 -0.122
C -1.084 0.067 0.588
C -1.053 -1.460 0.419
C -1.338 -1.808 -1.013
N -1.947 -2.124 1.409
H 3.602 1.219 -0.005
H 4.144 2.107 -1.407
H 1.374 2.657 -1.620
H 1.744 0.887 1.124
H -0.503 1.461 -0.999
H -0.647 0.128 1.680
H -2.120 0.411 0.478
H -0.034 -1.904 0.792
H -0.388 -1.637 -1.550
H -2.102 -1.317 -1.618
H -1.599 -2.975 -1.011
H -2.520 -2.843 1.203
H -2.316 -1.604 2.179
*
```

4.
Density functional theory data (ωB97M-V with the def2-TZVPD basis set) for one molecule with the formula C10H15N3 in a non-equilibrium geometry.

**Relative energy (zero: lowest compared OMol25 entry of this formula, charge and spin)**: 148.3 kcal/mol
**Strongest force on any atom**: 4.16 eV/Å
**Frontier orbital gap (spin up / spin down)**: 7.0 / 8.4 eV
**DFT total energy**: -15077.480 eV
**Highest occupied orbital energy (spin up / spin down)**: -6.8 / -7.9 eV
**E_LUMO (spin up / spin down)**: 0.13 / 0.47 eV

Geometry as ORCA input:
```
! wB97M-V def2-TZVPD RIJCOSX def2/J DEFGRID3
* xyz 0 1
C -0.684 -1.361 -0.265
C -0.043 -0.238 -2.421
C 0.379 -0.665 -1.049
C -1.072 -0.675 -3.063
C 0.468 0.677 -0.137
C -0.526 -0.910 1.229
C 2.442 -1.508 0.310
C -2.505 1.325 1.431
C 1.709 -1.474 -1.005
C -1.023 1.432 1.834
N -1.601 -2.075 -0.596
N -2.047 -0.849 -3.728
N -0.297 0.396 1.028
H 0.383 0.619 -3.021
H 1.453 1.099 0.069
H 0.013 1.534 -0.691
H -1.242 -1.051 2.064
H 2.214 -2.455 0.746
H 1.963 -0.769 0.897
H 3.538 -1.332 0.242
H -2.943 2.095 2.011
H -2.557 1.498 0.391
H -2.855 0.296 1.705
H 1.167 -2.299 -1.447
H 2.372 -1.079 -1.777
H -0.444 2.346 1.692
H -1.053 1.178 2.909
H -2.297 -1.697 -4.333
*
```

5.
Density functional theory data (ωB97M-V with the def2-TZVPD basis set) for a 12-piece molecular cluster, C32H68N4O20 overall in a non-equilibrium geometry.

**Relative energy (zero: lowest compared OMol25 entry of this formula, charge and spin)**: 0.0 kcal/mol
**Strongest force on any atom**: 2.60 eV/Å
**Frontier orbital gap**: 8.6 eV
**DFT total energy**: -81196.248 eV
**Highest occupied orbital energy**: -8.7 eV
**E_LUMO**: -0.08 eV

Geometry as ORCA input:
```
! wB97M-V def2-TZVPD RIJCOSX def2/J DEFGRID3
* xyz 0 1
C -1.080 -0.264 -0.970
C -0.911 1.132 -0.379
C -0.512 1.146 1.113
O 0.893 1.390 1.104
C 1.283 1.706 -0.144
O 2.403 1.836 -0.517
O 0.233 1.759 -0.986
H -0.645 -0.367 -1.962
H -2.150 -0.467 -0.907
H -0.545 -0.997 -0.355
H -1.829 1.710 -0.449
H -0.714 0.164 1.545
H -1.104 1.832 1.710
C 0.415 -6.758 2.534
C -0.076 -5.805 1.475
C -0.968 -4.644 1.921
O -0.548 -3.594 1.053
C 0.703 -3.844 0.600
O 1.360 -3.041 0.019
O 1.054 -5.117 0.863
H 1.140 -7.443 2.095
H -0.418 -7.314 2.961
H 0.955 -6.232 3.326
H -0.523 -6.372 0.652
H -0.756 -4.365 2.955
H -2.024 -4.849 1.780
C 3.640 -0.743 1.020
C 4.719 -0.626 -0.005
C 6.071 -0.119 0.524
O 6.859 -1.308 0.602
C 6.285 -2.268 -0.153
O 6.796 -3.292 -0.466
O 5.035 -1.911 -0.514
H 3.889 -1.400 1.858
H 2.858 -1.299 0.484
H 3.146 0.154 1.374
H 4.372 0.130 -0.714
H 5.961 0.424 1.457
H 6.539 0.514 -0.234
C 1.888 2.964 -3.843
C 2.027 1.698 -4.671
C 2.149 0.435 -3.804
O 0.970 -0.299 -4.077
C 0.298 0.274 -5.110
O -0.698 -0.176 -5.569
O 0.879 1.433 -5.487
H 2.159 3.865 -4.384
H 2.548 2.880 -2.980
H 0.873 2.926 -3.440
H 2.882 1.812 -5.339
H 2.169 0.682 -2.738
H 3.093 -0.101 -3.937
C -3.898 -1.082 5.326
N -3.213 -0.193 4.427
C -1.826 0.073 4.700
C -3.771 0.131 3.243
O -3.237 0.736 2.336
H -3.669 -0.845 6.364
H -3.650 -2.132 5.145
H -4.975 -0.949 5.220
H -1.610 0.415 5.716
H -1.198 -0.821 4.572
H -1.387 0.827 4.054
H -4.836 -0.154 3.195
C -2.281 5.919 1.968
N -2.229 6.121 0.561
C -1.267 5.284 -0.158
C -2.662 7.301 0.036
O -2.463 7.668 -1.093
H -2.983 6.641 2.423
H -1.388 6.211 2.542
H -2.703 4.977 2.321
H -0.341 5.222 0.416
H -1.695 4.284 -0.245
H -1.124 5.666 -1.163
H -3.256 7.895 0.752
C 2.125 -4.467 -2.721
N 0.701 -4.681 -2.913
C 0.298 -6.064 -2.996
C -0.219 -3.699 -2.983
O -1.409 -3.871 -3.161
H 2.666 -5.136 -3.390
H 2.398 -4.767 -1.706
H 2.364 -3.418 -2.868
H 0.660 -6.618 -2.120
H -0.789 -6.103 -2.929
H 0.672 -6.565 -3.888
H 0.237 -2.703 -2.841
C -3.902 -0.756 -3.434
N -4.028 0.622 -2.975
C -5.110 0.870 -2.054
C -3.300 1.635 -3.505
O -3.602 2.805 -3.421
H -3.062 -0.971 -4.092
H -4.812 -0.953 -4.021
H -3.908 -1.512 -2.647
H -4.856 1.751 -1.452
H -6.079 1.116 -2.500
H -5.203 0.064 -1.326
H -2.434 1.250 -4.071
C 5.123 3.564 -2.139
O 5.180 3.000 -3.441
H 4.362 4.334 -1.988
H 4.865 2.774 -1.430
H 6.100 3.942 -1.819
H 5.163 3.752 -4.040
C -1.312 3.551 4.565
O -0.017 3.606 3.892
H -1.364 2.929 5.450
H -1.643 4.579 4.679
H -1.902 3.099 3.762
H 0.192 4.529 3.730
C -4.067 -4.143 -0.733
O -3.360 -2.961 -0.452
H -4.880 -4.286 -0.015
H -4.431 -4.269 -1.753
H -3.412 -5.008 -0.535
H -2.411 -3.094 -0.403
C 2.966 2.569 5.191
O 3.003 2.444 3.789
H 2.778 3.600 5.510
H 2.221 1.917 5.657
H 3.949 2.271 5.557
H 2.109 2.427 3.428
*
```